# 1
Computed, not measured: a 2-piece molecular cluster, C4H11N3O2 overall in a non-equilibrium geometry, with ωB97M-V/def2-TZVPD.

Cartesian coordinates (Å):
C -0.05970 -1.77499 2.48833
C -1.20773 -1.39778 1.60009
O -2.26701 -1.00870 2.35489
O -1.19083 -1.39173 0.40397
H 0.09689 -1.01246 3.24766
H 0.85956 -1.93402 1.94173
H -0.23341 -2.62123 3.15822
C 0.52650 0.52414 -2.96723
C 0.35169 1.07528 -0.61870
N -0.72405 1.69851 -0.66068
N 0.93221 0.27474 -1.60757
N 1.18529 1.11083 0.50446
H -1.41482 1.82212 -1.38094
H -2.96506 -0.61054 1.82053
H 1.93238 0.17761 -1.61631
H 2.12553 1.38506 0.24419
H 0.90470 1.73746 1.23564
H 0.59014 -0.29782 -3.64519
H 1.05837 1.35446 -3.44919
H -0.50065 0.88904 -3.05388

## Properties
SMILES ... [H]/N=C(/N)NC.CC(=O)O
Relative energy (zero: lowest compared OMol25 entry of this formula, charge and spin) ... 1.149 eV
Highest occupied orbital energy ... -8.92 eV


# 2
Computed, not measured: a 2-piece molecular cluster, C4H11N3O2 overall in a non-equilibrium geometry, with ωB97M-V/def2-TZVPD.

Cartesian coordinates (Å):
C -3.04490 -0.30705 2.25815
C -1.62051 -0.63563 1.95975
O -1.51722 -0.80565 0.56936
O -0.62264 -0.75835 2.60307
H -3.31696 -0.82388 3.17637
H -3.62613 -0.80049 1.48341
H -3.25208 0.74211 2.40992
C 0.31869 1.06249 -2.46618
C 1.66886 0.12697 -0.68604
N 0.49716 0.40754 -1.21407
N 2.88040 0.53597 -1.22608
N 1.74749 -0.54016 0.49682
H -0.65939 -0.66843 0.14869
H 1.08271 1.81573 -2.74110
H -0.61047 1.67561 -2.39666
H 3.64081 0.59502 -0.56113
H 3.13663 0.03493 -2.07165
H 2.20869 -1.44813 0.51087
H 0.91475 -0.61794 1.07115
H 0.17410 0.40931 -3.32465

## Properties
Expectation value of S² ... 0.7652
Relative energy (zero: lowest compared OMol25 entry of this formula, charge and spin) ... 1.935 eV
Highest occupied orbital energy (alpha / beta) ... -13.90 / -13.90 eV
Total charge ... +1
2S+1 ... 2


# 3
Computed, not measured: a 2-piece molecular cluster, C4H11N3O2 overall in a non-equilibrium geometry, with ωB97M-V/def2-TZVPD.

Cartesian coordinates (Å):
C 3.30275 -1.45862 -0.91546
C 1.25498 -0.08731 -0.19705
N 0.22331 -0.64893 -0.62092
N 2.61709 -0.48797 -0.09575
N 1.09812 1.19164 0.50964
H 0.32067 -1.37680 -1.32728
H -0.85346 -0.26064 -0.66545
H 3.22230 0.42172 0.04669
H 1.47458 1.14861 1.47667
H 0.13096 1.62412 0.42164
H 2.93855 -1.30744 -1.98346
H 3.01836 -2.52164 -0.69940
H 4.43233 -1.41069 -0.69302
C -2.97689 0.89890 1.39024
C -3.68631 0.55582 -0.26632
O -2.78107 0.06102 -1.08774
O -4.86722 0.65050 -0.43774
H -3.99363 1.14917 1.88260
H -2.46814 1.78891 1.67867
H -2.40728 0.06965 1.58343

## Properties
Expectation value of S² ... 0.7609
Relative energy (zero: lowest compared OMol25 entry of this formula, charge and spin) ... 3.610 eV
Highest occupied orbital energy (alpha / beta) ... -14.53 / -14.13 eV
Total charge ... +1
2S+1 ... 2


Copy entry 3 word for word.
Computed, not measured: a 2-piece molecular cluster, C4H11N3O2 overall in a non-equilibrium geometry, with ωB97M-V/def2-TZVPD.

Cartesian coordinates (Å):
C 3.30275 -1.45862 -0.91546
C 1.25498 -0.08731 -0.19705
N 0.22331 -0.64893 -0.62092
N 2.61709 -0.48797 -0.09575
N 1.09812 1.19164 0.50964
H 0.32067 -1.37680 -1.32728
H -0.85346 -0.26064 -0.66545
H 3.22230 0.42172 0.04669
H 1.47458 1.14861 1.47667
H 0.13096 1.62412 0.42164
H 2.93855 -1.30744 -1.98346
H 3.01836 -2.52164 -0.69940
H 4.43233 -1.41069 -0.69302
C -2.97689 0.89890 1.39024
C -3.68631 0.55582 -0.26632
O -2.78107 0.06102 -1.08774
O -4.86722 0.65050 -0.43774
H -3.99363 1.14917 1.88260
H -2.46814 1.78891 1.67867
H -2.40728 0.06965 1.58343

## Properties
Expectation value of S² ... 0.7609
Relative energy (zero: lowest compared OMol25 entry of this formula, charge and spin) ... 3.610 eV
Highest occupied orbital energy (alpha / beta) ... -14.53 / -14.13 eV
Total charge ... +1
2S+1 ... 2